Run A
A molecular structure, C11H25F5NO3P2TeY. Source: the Open Molecules 2025 dataset; level of theory: ωB97M-V with the def2-TZVPD basis set.

```
49
Properties=species:S:1:pos:R:3:lowdin_charge:R:1
C 0.924 -0.921 -2.810 -0.08
C 0.879 -1.378 -1.495 -0.37
N -0.223 -1.269 -0.713 0.00
C -1.341 -0.736 -1.276 -0.35
C -1.331 -0.202 -2.558 -0.10
C -0.191 -0.289 -3.347 -0.15
C 2.140 -2.042 -0.925 -0.25
P 2.959 -1.068 0.363 0.95
Y -0.195 -2.043 1.782 1.42
P -3.215 0.840 0.083 0.83
C -2.672 -0.785 -0.531 -0.20
O 1.079 2.508 -1.577 -0.05
O -2.095 1.312 1.149 -0.30
H 1.852 -1.038 -3.369 0.11
H -2.244 0.253 -2.945 0.10
H -0.176 0.125 -4.354 0.09
C 4.612 -1.612 0.756 -0.19
C 2.896 0.697 0.161 -0.18
H -3.459 -1.119 -1.224 0.11
H -2.653 -1.469 0.329 0.07
H 2.864 -2.166 -1.682 0.07
H 1.882 -3.022 -0.489 0.10
C -4.752 0.757 0.988 -0.15
C -3.219 2.141 -1.133 -0.14
H -1.499 2.776 1.271 0.03
H -1.889 0.599 1.814 0.06
H 1.601 3.292 -1.581 0.03
H 1.111 2.182 -2.491 0.04
H 2.213 -1.403 1.520 -0.01
H -1.136 3.546 1.351 0.06
H 5.344 -0.931 0.300 0.06
H 4.717 -1.586 1.851 0.06
H 4.777 -2.637 0.399 0.07
H 3.881 1.033 -0.199 0.07
H 2.120 1.043 -0.541 0.03
H 2.702 1.161 1.139 0.04
H -4.163 2.135 -1.694 0.07
H -3.105 3.108 -0.629 0.07
H -2.390 2.042 -1.841 0.05
H -5.569 0.407 0.341 0.07
H -4.637 0.069 1.837 0.07
H -4.998 1.761 1.366 0.08
F -2.032 -1.116 2.304 -0.52
Te 1.543 -0.100 4.052 1.59
F 0.452 0.238 2.277 -0.66
F -0.094 -4.043 1.268 -0.58
F 3.356 -0.713 3.893 -0.58
F 2.361 1.522 3.252 -0.62
O 1.013 -1.861 3.557 -0.92
```

HOMO level (spin up / spin down)   -4.24 / -4.85 eV
LUMO (spin up / spin down)   0.12 / 0.13 eV
Frontier orbital gap (spin up / spin down)   4.360 / 4.976 eV

Run B
A molecular structure, C11H25F5NO3P2TeY. Source: the Open Molecules 2025 dataset; level of theory: ωB97M-V with the def2-TZVPD basis set.

```
49
Properties=species:S:1:pos:R:3:lowdin_charge:R:1
C 0.962 -1.106 -3.279 -0.08
C 1.046 -1.283 -1.905 -0.37
N -0.032 -1.155 -1.103 -0.03
C -1.234 -0.890 -1.694 -0.35
C -1.406 -0.799 -3.079 -0.08
C -0.273 -0.910 -3.882 -0.14
C 2.386 -1.703 -1.337 -0.27
P 2.651 -1.301 0.375 0.89
Y -0.438 -1.372 1.504 1.23
P -2.902 0.618 0.131 0.80
C -2.491 -0.890 -0.795 -0.24
O 2.040 3.634 -2.278 -0.06
O -1.484 1.008 0.851 -0.28
H 1.869 -1.179 -3.866 0.10
H -2.427 -0.638 -3.472 0.11
H -0.398 -0.819 -4.955 0.08
C 4.179 -1.996 0.985 -0.20
C 2.639 0.478 0.633 -0.20
H -3.365 -1.065 -1.434 0.10
H -2.507 -1.751 -0.090 0.06
H 3.192 -1.245 -1.878 0.09
H 2.484 -2.805 -1.399 0.11
C -4.106 0.214 1.379 -0.16
C -3.462 1.883 -0.955 -0.18
H -1.752 3.382 0.622 0.05
H -1.322 1.918 1.179 0.02
H 1.459 4.362 -2.061 0.02
H 1.894 3.487 -3.225 0.04
H 1.630 -1.989 1.088 -0.06
H -1.333 3.906 1.084 0.13
H 5.003 -1.363 0.634 0.06
H 4.159 -2.000 2.081 0.05
H 4.299 -3.013 0.598 0.06
H 3.686 0.817 0.609 0.06
H 2.075 0.993 -0.160 0.06
H 2.220 0.733 1.619 0.02
H -4.481 1.695 -1.331 0.08
H -3.503 2.868 -0.464 0.05
H -2.827 1.970 -1.849 0.08
H -5.132 0.259 0.987 0.07
H -3.956 -0.806 1.756 0.07
H -4.046 0.916 2.223 0.08
F -0.673 0.239 4.818 -0.60
Te 1.208 -0.385 4.517 1.83
F 0.919 0.880 3.002 -0.52
F -2.026 -2.654 1.451 -0.54
F 3.014 -0.667 3.741 -0.56
F 2.008 1.202 5.381 -0.59
O 0.556 -1.682 3.247 -0.90
```

HOMO level (spin up / spin down)   -4.69 / -3.98 eV
LUMO (spin up / spin down)   -0.23 / -0.22 eV
Frontier orbital gap (spin up / spin down)   4.455 / 3.758 eV

The structures above, arranged from the most stable to the least stable: run A, run B.